Below is 9 unconnected molecules or ions with the total composition C39H90NO8, with properties calculated with wB97M-V/def2-TZVPD.

Output
Strongest force on any atom ... 0.144 hartree/bohr
Spin multiplicity ... 1
HOMO-LUMO gap ... 6.4 eV
Total charge ... +1
HOMO ... -11.0 eV

Last column: Mulliken charge in e.
Element x y z (Å)
C -2.7544 -2.3901 -4.0414  -0.36
C -2.8574 -2.0288 -2.7680  -0.73
C -2.6375 -1.4916 -1.2423  0.35
C -3.4010 -2.3582 -0.1117  -0.65
C -2.3235 -3.4650 0.3380  -0.16
N -1.0912 -3.1864 -0.1487  -0.09
C -1.0813 -1.8984 -0.9192  0.20
C -0.5508 -0.8292 0.1776  -1.13
H -2.3715 -2.5526 -5.1223  0.38
H -2.7778 -0.3441 -1.2196  0.47
H -4.0752 -1.8463 0.6630  0.32
H -4.1448 -2.9858 -0.7472  0.47
H -2.4788 -4.4169 0.9862  0.35
H -0.2516 -3.7768 -0.0065  0.26
H -0.4777 -2.0291 -1.9075  0.55
H -1.3066 0.0310 0.3496  0.35
H 0.4404 -0.3077 -0.1538  0.28
H -0.3611 -1.3128 1.2119  0.16
C 2.7066 -0.1056 5.1467  -0.98
C 1.8470 -0.9105 4.1897  -0.05
O 2.1393 -0.6651 2.8167  -0.39
C 3.4656 -0.9602 2.3919  0.14
C 3.8538 -2.4157 2.5796  -1.14
H 2.6011 0.9654 4.9491  0.31
H 2.4104 -0.3025 6.1812  0.24
H 3.7656 -0.3523 5.0499  0.26
H 0.7989 -0.6323 4.3374  0.04
H 1.9133 -1.9829 4.4037  0.32
H 4.1782 -0.2934 2.8861  -0.12
H 3.5112 -0.7198 1.3243  0.40
H 3.8381 -2.7096 3.6313  0.28
H 4.8629 -2.5937 2.1981  0.42
H 3.1562 -3.0705 2.0471  0.24
C 7.3069 2.6058 1.8766  -1.17
C 6.6832 1.7689 2.9788  -0.09
O 7.2104 0.4473 3.0568  -0.38
C 8.6060 0.3400 3.3137  -0.34
C 9.0321 0.9669 4.6290  -1.05
H 7.1810 2.1167 0.9060  0.31
H 6.8369 3.5926 1.8359  0.39
H 8.3775 2.7521 2.0316  0.27
H 5.6124 1.6643 2.7795  0.23
H 6.7674 2.2667 3.9509  0.26
H 9.1774 0.7507 2.4757  0.32
H 8.8342 -0.7306 3.3445  0.31
H 8.8385 2.0417 4.6501  0.27
H 10.1026 0.8170 4.7941  0.40
H 8.4821 0.5196 5.4627  0.28
C -3.3387 -4.8767 5.6745  -1.10
C -3.8122 -3.4867 6.0595  -0.31
O -2.7603 -2.5288 6.1388  -0.36
C -2.0227 -2.3037 4.9455  -0.19
C -2.8723 -1.7992 3.7922  -0.06
H -2.5864 -5.2354 6.3832  0.29
H -4.1787 -5.5770 5.6703  0.41
H -2.8852 -4.8930 4.6811  0.14
H -4.2658 -3.5309 7.0536  0.43
H -4.5952 -3.1320 5.3802  0.28
H -1.4706 -3.2067 4.6657  0.34
H -1.2692 -1.5461 5.1846  -0.10
H -3.6373 -2.5238 3.5016  0.28
H -2.2478 -1.6020 2.9149  -0.04
H -3.3874 -0.8750 4.0713  -0.01
C 0.3291 -0.7974 9.4849  -0.99
C 1.1351 -2.0836 9.4534  -0.32
O 2.5055 -1.8884 9.1181  -0.42
C 3.2559 -1.0539 9.9929  -0.30
C 3.3130 -1.5655 11.4211  -1.09
H 0.3876 -0.2845 8.5200  0.20
H -0.7206 -1.0115 9.7054  0.38
H 0.6955 -0.1049 10.2451  0.33
H 0.7192 -2.7421 8.6851  0.28
H 1.0521 -2.6267 10.4010  0.33
H 2.8768 -0.0279 9.9546  0.30
H 4.2740 -1.0194 9.5911  0.36
H 2.3221 -1.6093 11.8785  0.26
H 3.9364 -0.9107 12.0364  0.39
H 3.7308 -2.5765 11.4495  0.29
C -4.6295 2.5423 -6.9264  -0.98
C -3.5099 2.6252 -5.9051  -0.17
O -3.9352 3.1018 -4.6311  -0.45
C -4.9256 2.3270 -3.9687  -0.62
C -4.4909 0.9003 -3.6847  -0.81
H -5.1043 3.5196 -7.0549  0.30
H -4.2387 2.2120 -7.8932  0.30
H -5.4077 1.8390 -6.6227  0.29
H -2.7562 3.3319 -6.2639  0.27
H -3.0001 1.6615 -5.7966  0.24
H -5.8637 2.3505 -4.5315  0.31
H -5.1271 2.8294 -3.0166  0.36
H -4.2873 0.3455 -4.6029  0.22
H -5.2721 0.3648 -3.1369  0.51
H -3.5733 0.8911 -3.0873  0.19
C -6.5339 2.7887 4.6361  -0.99
C -7.1523 1.9455 5.7366  -0.31
O -6.6184 0.6269 5.8113  -0.44
C -5.2230 0.5262 6.0670  0.28
C -4.7991 1.1520 7.3834  -1.17
H -6.6577 2.3013 3.6642  0.27
H -7.0094 3.7728 4.5981  0.39
H -5.4638 2.9407 4.7909  0.25
H -8.2222 1.8352 5.5381  0.34
H -7.0701 2.4415 6.7097  0.29
H -4.6542 0.9420 5.2288  0.09
H -4.9887 -0.5435 6.0957  -0.01
H -4.9983 2.2257 7.4073  0.34
H -3.7275 1.0072 7.5474  0.35
H -5.3461 0.6998 8.2163  0.31
C -0.7296 -0.7181 -9.9982  -0.71
C -2.0081 0.0668 -10.2317  -0.40
O -2.0483 1.3080 -9.5354  -0.37
C -1.0253 2.2440 -9.8573  -0.23
C -1.0188 2.6592 -11.3170  -1.06
H -0.5852 -0.9067 -8.9299  0.26
H -0.7714 -1.6778 -10.5215  0.39
H 0.1505 -0.1803 -10.3565  -0.03
H -2.8553 -0.5209 -9.8659  0.36
H -2.1849 0.2277 -11.3006  0.31
H -0.0485 1.8568 -9.5516  0.25
H -1.2102 3.1301 -9.2408  0.32
H -0.8256 1.8132 -11.9806  0.22
H -0.2433 3.4088 -11.4970  0.36
H -1.9881 3.0814 -11.6001  0.34
C 3.5871 0.4686 -12.6666  -1.07
C 3.0187 1.8638 -12.4797  -0.35
O 2.6893 2.1676 -11.1276  -0.36
C 3.7608 2.1232 -10.1928  -0.36
C 4.8835 3.0952 -10.5081  -1.07
H 2.8849 -0.2843 -12.2957  0.26
H 3.7814 0.2757 -13.7255  0.40
H 4.5254 0.3344 -12.1251  0.28
H 2.0890 1.9457 -13.0505  0.33
H 3.6950 2.6249 -12.8835  0.32
H 4.1376 1.1000 -10.0978  0.34
H 3.3335 2.3839 -9.2187  0.30
H 5.3567 2.8743 -11.4674  0.27
H 5.6565 3.0490 -9.7358  0.39
H 4.5006 4.1190 -10.5609  0.29

---

Below is 16 unconnected molecules or ions with the total composition C39H91F2INO19Si, with properties calculated with wB97M-V/def2-TZVPD.

Output
Strongest force on any atom ... 0.067 hartree/bohr
Spin multiplicity ... 1
HOMO-LUMO gap ... 5.8 eV
Total charge ... +1
HOMO ... -10.4 eV

Last column: Mulliken charge in e.
Element x y z (Å)
C 7.0638 -6.4648 -0.2517  -0.79
C 6.8611 -5.8381 -1.6778  0.60
O 7.0492 -6.5046 -2.6510  -0.51
O 6.4557 -4.4867 -1.8429  -0.33
C 5.2976 -4.1759 -1.0390  -0.43
C 4.2746 -3.2714 -1.8682  -1.35
C 4.3986 -1.7684 -1.4704  -0.38
N 5.2459 -1.0208 -2.2723  0.16
C 5.4738 0.3202 -2.0831  -0.86
C 4.8039 1.0715 -1.0437  0.31
C 5.0796 2.5873 -0.8907  -1.21
C 4.1629 3.5134 -1.8065  -0.57
C 5.0465 4.1371 -2.9708  -1.05
I 4.0486 5.8539 -3.8985  -0.01
C 3.8868 0.2927 -0.1655  0.84
C 3.1653 1.1441 0.9432  0.03
O 3.6517 1.2632 2.0205  -0.49
O 1.9677 1.7239 0.5949  -0.42
C 3.6742 -1.1641 -0.3394  0.32
C 2.7451 -1.9800 0.5884  1.23
F 2.7349 -1.5053 1.9029  -0.34
F 3.0591 -3.3299 0.6958  -0.31
C 1.2354 -1.8694 0.0524  -0.89
C 0.2047 -1.4495 1.1682  -0.12
Si -1.5989 -1.2643 0.5685  -0.07
C -2.7372 -1.3492 2.0964  -0.65
C -1.7977 0.4935 -0.1597  -0.80
C -2.1348 -2.5072 -0.7602  0.75
C -1.5622 -3.8339 -1.0091  -0.02
C -2.1483 -4.6787 -2.0687  -0.76
C -3.2770 -4.2458 -2.8916  -0.45
C -3.8603 -2.9205 -2.6574  -0.38
C -3.2801 -2.0914 -1.6145  -0.36
H 7.4315 -7.5119 -0.3605  0.30
H 6.0648 -6.4410 0.2578  0.27
H 7.7693 -5.8179 0.3406  0.30
H 4.7656 -5.1239 -0.7737  0.41
H 5.6425 -3.6730 -0.0971  0.40
H 4.5540 -3.3921 -2.9484  0.55
H 3.2517 -3.6487 -1.6261  0.32
H 5.7565 -1.4714 -3.0412  0.37
H 6.1972 0.8665 -2.7436  0.55
H 5.0300 2.9625 0.1606  0.51
H 6.1419 2.7540 -1.2365  0.62
H 3.8551 4.3918 -1.1698  0.47
H 3.2407 3.0111 -2.1913  0.41
H 6.0048 4.4657 -2.4814  0.44
H 5.2864 3.3627 -3.7479  0.39
H 1.7731 1.5812 -0.3517  0.41
H 0.9722 -2.9084 -0.2802  -0.01
H 1.2013 -1.2230 -0.8669  0.28
H 0.2850 -2.1597 2.0322  0.39
H 0.5152 -0.4314 1.5538  0.17
H -2.4304 -2.1106 2.8563  -0.01
H -3.7852 -1.5987 1.7566  0.28
H -2.7691 -0.3184 2.5487  0.22
H -1.2447 1.1862 0.5392  0.40
H -1.3615 0.5072 -1.1923  0.29
H -2.9008 0.7100 -0.1441  -0.02
H -0.7253 -4.2115 -0.3819  0.46
H -1.7501 -5.7044 -2.2837  0.30
H -3.7522 -4.8813 -3.6736  0.34
H -4.7457 -2.5583 -3.2452  0.35
H -3.7307 -1.0772 -1.4423  0.10
C -4.8235 -0.1043 4.8025  -0.52
O -4.1625 0.9723 4.1506  -0.49
H -5.4519 -0.6214 4.0805  0.12
H -4.0833 -0.8010 5.2001  0.27
H -5.4478 0.2813 5.6144  0.36
H -3.6129 1.4123 4.8127  0.27
C -6.2954 -3.4481 4.6832  -0.76
O -4.8957 -3.1956 4.6179  -0.34
H -6.7749 -2.9764 3.8269  0.26
H -6.4803 -4.5243 4.6532  0.27
H -6.7060 -3.0271 5.6042  0.31
H -4.4947 -3.6223 5.3850  0.26
C -2.7974 -5.5441 3.0449  -0.41
O -2.2018 -4.7034 4.0265  -0.44
H -2.1852 -6.4381 2.9304  0.26
H -3.8003 -5.8313 3.3689  0.21
H -2.8503 -5.0178 2.0875  0.17
H -2.7633 -3.9224 4.1075  0.18
C 7.0473 -0.0575 1.7701  -0.25
O 8.1063 -0.0891 0.8180  -0.52
H 7.4635 0.1740 2.7483  0.36
H 6.3245 0.7144 1.4932  0.04
H 6.5556 -1.0339 1.8082  0.14
H 7.7162 -0.2955 -0.0378  0.28
C -0.2324 5.0902 -5.2082  -0.54
O -0.2860 5.9858 -4.1067  -0.44
H -1.1845 4.5667 -5.2856  0.23
H -0.0536 5.6510 -6.1289  0.28
H 0.5680 4.3615 -5.0519  0.23
H 0.5682 6.4340 -4.0640  0.23
C -4.2304 3.6474 7.3960  -0.54
O -3.2427 2.8821 6.7127  -0.49
H -4.4866 4.5104 6.7845  0.23
H -5.1251 3.0412 7.5572  0.25
H -3.8366 3.9892 8.3559  0.27
H -3.0320 2.1258 7.2720  0.29
C -3.5690 -8.4221 5.1032  -0.35
O -4.7616 -7.6462 5.1558  -0.49
H -2.7151 -7.7640 5.2605  -0.07
H -3.5893 -9.1820 5.8882  0.33
H -3.4825 -8.8984 4.1234  0.31
H -5.5009 -8.2478 5.0145  0.29
C 4.5495 9.3294 -1.2090  -0.39
O 5.6071 9.2895 -2.1613  -0.52
H 4.9671 9.5689 -0.2316  0.27
H 3.8264 10.0956 -1.4896  0.27
H 4.0574 8.3528 -1.1626  0.11
H 5.2133 9.0765 -3.0141  0.28
C -4.3196 2.5598 -1.9607  -0.65
O -4.5469 1.1911 -2.3073  -0.46
H -4.3817 2.6615 -0.8771  0.32
H -3.3254 2.8624 -2.2964  0.17
H -5.0754 3.1873 -2.4262  0.38
H -4.4862 1.1261 -3.2682  0.26
C 1.1714 9.7592 0.3452  -0.52
O 1.8419 10.8331 -0.3025  -0.50
H 0.5412 9.2520 -0.3837  0.19
H 1.9023 9.0507 0.7453  0.24
H 0.5471 10.1442 1.1550  0.28
H 2.3916 11.2662 0.3601  0.30
C -3.4619 5.6748 -3.5463  -0.50
O -4.4888 4.7594 -3.9158  -0.46
H -2.6047 5.1106 -3.1833  0.08
H -3.1608 6.2670 -4.4128  0.29
H -3.8202 6.3354 -2.7526  0.35
H -5.2345 5.2812 -4.2326  0.27
C -0.2901 -6.6616 7.3251  -0.47
O -1.2687 -7.4082 8.0369  -0.50
H 0.6869 -6.8640 7.7613  0.26
H -0.2846 -6.9610 6.2736  0.20
H -0.5060 -5.5932 7.4044  0.22
H -2.1227 -7.2138 7.6348  0.29
C -8.3273 1.4690 -3.3473  -0.62
O -6.9328 1.7369 -3.4189  -0.42
H -8.8149 1.9203 -4.2104  0.24
H -8.5007 0.3893 -3.3594  0.25
H -8.7426 1.9003 -2.4331  0.26
H -6.5193 1.3286 -2.6457  0.28
C 8.4394 3.6056 -4.7999  -0.65
O 8.0019 2.9221 -3.6273  -0.39
H 7.7927 3.3266 -5.6301  0.25
H 8.3765 4.6838 -4.6378  0.29
H 9.4677 3.3232 -5.0331  0.28
H 8.5885 3.1860 -2.9090  0.27
C -6.3120 -3.0973 -6.0796  -0.61
O -5.7171 -2.2482 -5.1037  -0.44
H -5.6987 -3.9909 -6.1840  0.22
H -7.3164 -3.3848 -5.7601  0.29
H -6.3622 -2.5806 -7.0407  0.26
H -6.2752 -1.4650 -5.0281  0.23

---

Below is a molecular structure, C39H91INO14S11, with properties calculated with wB97M-V/def2-TZVPD.

Output
Strongest force on any atom ... 0.077 hartree/bohr
Spin multiplicity ... 1
HOMO-LUMO gap ... 5.7 eV
Total charge ... +1
HOMO ... -9.9 eV

Last column: Mulliken charge in e.
Element x y z (Å)
C 1.7315 1.8406 3.8968  -1.23
C 0.3993 2.2161 3.8902  0.40
N -0.5446 1.7067 2.8550  0.25
I -0.7132 -0.3816 3.2634  0.41
C -0.0265 1.7924 1.4467  -1.02
C 0.6296 3.1773 1.0454  -0.53
C 2.1165 2.9718 0.4890  -0.23
C 2.0424 3.0194 -1.0939  0.11
O 2.7054 3.7358 -1.7792  -0.53
O 1.0616 2.1567 -1.6535  -0.34
C -1.9626 2.2564 3.0257  -0.46
O -2.3583 3.1007 1.9666  0.21
C -3.3444 2.5306 1.1411  0.79
C -3.4543 1.1263 0.7750  -0.07
C -4.5229 0.5948 -0.1017  0.19
C -4.5758 -0.9342 -0.4282  -1.23
C -5.5159 1.5274 -0.6670  -0.96
C -5.3911 2.9641 -0.3348  -1.06
C -4.3380 3.4696 0.5613  0.16
C -4.2698 5.0231 0.8629  0.35
C -4.4898 5.3682 2.3817  -1.17
C -2.8523 5.5332 0.3138  -1.18
H 2.5225 2.6110 4.0511  0.33
H 2.0440 0.7783 3.6947  0.21
H 0.0678 2.8848 4.7309  0.39
H -0.8013 1.5296 0.6801  0.48
H 0.7764 1.0068 1.3485  0.89
H 0.5620 3.9828 1.8153  0.66
H 0.0427 3.5537 0.1557  0.23
H 2.6923 3.8902 0.7771  -0.06
H 2.5716 2.0152 0.8491  0.48
H 1.3958 1.2620 -1.4390  0.29
H -2.6868 1.4387 3.2708  0.57
H -1.9181 2.9060 3.9535  -0.07
H -2.7199 0.3758 1.1504  0.11
H -4.8410 -1.5551 0.4780  0.27
H -5.2969 -1.1741 -1.2520  0.35
H -3.5589 -1.3071 -0.7510  0.30
H -6.3209 1.1324 -1.3381  0.32
H -6.1131 3.6982 -0.7792  0.31
H -5.0277 5.4992 0.1749  0.69
H -5.5705 5.5194 2.6586  0.38
H -4.0658 4.5646 3.0513  0.09
H -3.9418 6.3382 2.5756  0.30
H -2.4514 4.8528 -0.4915  0.28
H -2.0984 5.4604 1.1540  0.18
H -2.8993 6.5803 -0.0839  0.37
C -2.8267 6.2228 5.9942  -0.85
S -1.2734 5.4436 6.4654  0.35
O -1.2376 4.0891 5.8191  -0.55
C -1.6958 5.1999 8.1986  -1.02
H -2.7970 6.4288 4.9240  0.11
H -3.6608 5.5536 6.2109  0.32
H -2.9437 7.1602 6.5387  0.49
H -2.5990 4.5941 8.2795  0.29
H -1.8486 6.1702 8.6728  0.45
H -0.8682 4.6841 8.6855  0.34
C 2.1600 -1.6793 -5.4814  -0.81
S 2.7580 -1.2426 -3.8424  0.46
O 1.7435 -1.7202 -2.8504  -0.63
C 2.5320 0.5349 -4.0190  -0.94
H 2.1775 -2.7647 -5.5764  0.20
H 1.1380 -1.3201 -5.6134  0.36
H 2.8131 -1.2426 -6.2375  0.36
H 1.4881 0.7579 -4.2398  0.31
H 3.1724 0.9064 -4.8202  0.51
H 2.8146 1.0103 -3.0810  0.16
C -1.0995 -3.8189 5.6636  -0.58
S -1.7206 -3.8866 3.9729  0.42
O -3.1357 -3.4163 3.9971  -0.54
C -1.7481 -5.6823 3.8531  -0.91
H -1.0378 -2.7718 5.9651  -0.03
H -1.7811 -4.3491 6.3324  0.32
H -0.1047 -4.2660 5.7052  0.39
H -2.3877 -6.0960 4.6342  0.27
H -0.7306 -6.0683 3.9534  0.26
H -2.1449 -5.9545 2.8754  0.36
C 4.2187 -6.7118 -6.4695  -0.83
S 3.0018 -5.7792 -7.4104  0.45
O 3.1077 -4.3509 -6.9858  -0.56
C 1.5508 -6.4757 -6.5965  -0.97
H 5.2106 -6.4030 -6.7921  0.22
H 4.1035 -6.5070 -5.4031  0.36
H 4.0936 -7.7775 -6.6644  0.36
H 1.5994 -6.2853 -5.5233  0.29
H 1.5082 -7.5488 -6.7871  0.37
H 0.6633 -5.9985 -7.0109  0.33
C -6.9441 -4.5920 6.3586  -1.08
S -5.2097 -4.0990 6.3330  0.74
O -4.4882 -4.9492 7.3253  -0.68
C -5.4632 -2.4824 7.0920  -0.56
H -7.0180 -5.6031 5.9594  0.33
H -7.3223 -4.5787 7.3823  0.32
H -7.5258 -3.9136 5.7330  0.35
H -5.9333 -2.5992 8.0698  0.37
H -6.0916 -1.8710 6.4428  0.38
H -4.4911 -2.0045 7.2104  -0.16
C 1.8622 -9.0774 3.0640  -0.93
S 2.7306 -7.5988 3.6178  0.42
O 1.7085 -6.6624 4.1706  -0.57
C 3.1696 -7.0062 1.9729  -0.91
H 1.4649 -9.5892 3.9402  0.32
H 1.0401 -8.8015 2.4019  0.29
H 2.5587 -9.7376 2.5457  0.38
H 2.2674 -6.8580 1.3777  0.29
H 3.8252 -7.7311 1.4887  0.37
H 3.6947 -6.0578 2.0799  0.31
C 5.5793 4.5043 2.2822  -1.06
S 5.3677 2.7148 2.2832  0.71
O 4.7070 2.3444 3.5710  -0.67
C 7.1195 2.3229 2.4318  -1.10
H 4.5934 4.9668 2.2332  0.30
H 6.0820 4.8207 3.1972  0.41
H 6.1611 4.8029 1.4094  0.38
H 7.5265 2.7778 3.3357  0.35
H 7.6493 2.6920 1.5528  0.38
H 7.2243 1.2403 2.4902  0.34
C -0.0774 4.5421 -7.0393  -0.87
S 1.4846 3.7686 -6.5853  0.44
O 1.5236 2.4232 -7.2298  -0.62
C 1.0743 3.5232 -4.8463  -0.83
H -0.0595 4.7512 -8.1083  0.29
H -0.9066 3.8690 -6.8173  0.28
H -0.1957 5.4780 -6.4919  0.39
H 0.1737 2.9129 -4.7577  0.38
H 0.9196 4.4916 -4.3688  0.48
H 1.9059 3.0138 -4.3656  0.07
C 7.4876 -4.8835 -9.5803  -0.93
S 7.2778 -6.6730 -9.5545  0.46
O 6.6351 -7.0270 -8.2550  -0.57
C 9.0302 -7.0708 -9.4139  -0.97
H 6.5004 -4.4237 -9.6264  0.31
H 7.9981 -4.5545 -8.6740  0.30
H 8.0612 -4.5956 -10.4623  0.39
H 9.4461 -6.6071 -8.5184  0.31
H 9.5556 -6.7148 -10.3010  0.38
H 9.1306 -8.1531 -9.3433  0.31
C 0.1850 1.0023 7.1618  -0.76
S -1.2730 1.5419 8.0678  0.65
O -0.8098 2.0931 9.3724  -0.67
C -1.9319 -0.1077 8.3824  -0.94
H 0.7697 1.8828 6.8969  0.22
H 0.7916 0.3402 7.7819  0.59
H -0.1294 0.4914 6.2529  -0.03
H -1.2013 -0.7020 8.9331  0.37
H -2.1712 -0.5904 7.4328  0.12
H -2.8395 -0.0059 8.9762  0.39
C -2.2723 4.1465 -10.9598  -0.88
S -3.7307 4.6805 -10.0446  0.49
O -3.2621 5.2323 -8.7420  -0.60
C -4.3738 3.0258 -9.7287  -0.89
H -1.6937 5.0304 -11.2273  0.31
H -1.6621 3.4882 -10.3390  0.25
H -2.5804 3.6285 -11.8690  0.38
H -3.6340 2.4370 -9.1844  0.28
H -4.6161 2.5430 -10.6764  0.35
H -5.2778 3.1194 -9.1283  0.31

---

- Number 1 is which compound?
  C39H90NO8